(1)
9
Properties=species:S:1:pos:R:3:forces:R:3:nbo_charge:R:1 method="wB97M-V/def2-TZVPD" orbital_gap_ev="6.517 / 6.516" relative_energy_kj_mol=418.9 e_lumo_ev="-2.946 / -2.947" total_charge=0 e_tot_ev=-11227.5814
C -0.23772 0.60175 4.13999 0.8 -0.5 -1.7 0.363
N -0.58881 1.65941 4.35111 -1.2 2.2 0.9 -0.324
N 0.39177 -0.52148 3.89196 -0.3 -0.9 2.0 -0.300
N 0.73680 -1.03388 2.85462 1.9 -2.0 -2.2 0.155
N -0.28207 0.42845 0.21699 -0.2 -1.3 0.7 -0.662
N 0.69666 -1.05314 1.64090 -3.1 3.9 -0.4 0.265
F 1.45063 -1.89128 0.94970 1.2 -1.0 -0.3 -0.160
H -0.13314 0.02128 -0.72235 0.3 -0.3 0.6 0.332
H 0.25112 1.29453 0.18038 0.7 0.0 0.5 0.331

---

(2)
99
Properties=species:S:1:pos:R:3:forces:R:3:mulliken_charge:R:1 method="wB97M-V/def2-TZVPD" orbital_gap_ev=5.613 relative_energy_kj_mol=0.0 e_lumo_ev=2.281 total_charge=-1 e_tot_ev=-148122.0918
Al 0.12834 -0.01588 -0.27077 0.1 0.0 0.8 -0.057
C -2.65813 3.87587 2.23207 0.0 0.0 0.0 -1.599
C -2.12316 2.49617 2.04924 -0.1 0.0 -0.1 0.057
C -2.11297 1.45261 2.94050 0.0 -0.1 0.1 -1.025
C -1.49037 0.36209 2.27497 0.1 0.0 -0.2 -0.323
N -1.17591 0.77720 1.03195 -0.2 0.1 -0.1 1.790
N -1.56713 2.08093 0.89926 0.1 0.0 0.1 0.272
B -1.31142 2.77229 -0.43923 -0.1 -0.1 -0.1 -1.579
N 0.20750 2.91024 -0.73284 -0.1 0.0 -0.1 0.399
N 0.97574 1.83514 -1.06232 -0.3 0.1 0.1 1.017
C 2.18330 2.30893 -1.36149 0.2 0.0 0.0 0.005
C 2.20470 3.70011 -1.19790 0.0 0.1 -0.1 -1.495
C 0.93020 4.04206 -0.80506 0.0 0.0 0.0 0.848
C 0.37628 5.38923 -0.48276 0.0 0.0 0.0 -1.535
C 3.32872 1.47649 -1.76428 0.0 0.0 0.0 0.598
C 4.60873 1.83296 -1.34030 0.0 0.0 0.0 -0.577
C 5.70594 1.06473 -1.69177 0.0 0.0 0.0 -0.835
C 5.53706 -0.08014 -2.46036 0.0 0.0 0.0 -0.459
C 4.26957 -0.43362 -2.89689 0.0 0.0 0.0 -0.504
C 3.17678 0.35290 -2.56679 0.0 0.0 -0.1 0.253
N -1.88854 1.90324 -1.58540 0.2 0.1 -0.1 0.132
N -1.26360 0.76365 -1.97892 -0.1 0.1 0.1 0.515
C -1.94288 0.30458 -3.02915 0.0 -0.1 0.0 0.280
C -3.01978 1.16151 -3.31274 0.0 0.0 0.0 -1.504
C -2.94774 2.16249 -2.37251 0.0 0.0 0.0 0.660
C -3.82686 3.35341 -2.18679 0.0 0.0 0.0 -1.526
C -1.60665 -0.92474 -3.77095 0.0 0.0 0.1 0.341
C -0.34093 -1.49789 -3.72235 0.0 0.0 0.0 1.464
C -0.04939 -2.64168 -4.44951 0.0 0.0 0.0 -0.475
C -1.02413 -3.23474 -5.23969 0.0 0.0 0.0 -0.591
C -2.29189 -2.67210 -5.29644 0.0 0.0 0.0 -0.712
C -2.57864 -1.52767 -4.56928 0.0 0.0 0.0 -1.036
C -1.25024 -0.96017 2.80029 0.1 0.6 0.0 1.121
C 0.32421 -2.85812 2.05171 0.6 -0.1 -0.2 2.555
C 0.42488 -3.52282 3.38169 0.0 0.0 0.0 -1.482
C -0.27425 -3.35064 4.52156 0.0 0.1 0.0 -0.201
C -1.24760 -2.37035 4.87215 -0.1 -0.1 0.0 -1.355
C -1.57922 -1.28123 4.10093 0.0 -0.1 0.0 -0.567
H -3.10525 3.96377 3.22059 0.0 0.0 0.0 0.450
H -3.41525 4.11156 1.48319 0.0 0.0 0.0 0.199
H -1.86671 4.62231 2.14557 0.0 0.0 0.0 0.186
H -2.46569 1.48600 3.95568 0.0 0.0 0.0 0.581
H -1.81798 3.85722 -0.44402 0.0 0.0 0.0 -0.123
H 3.02523 4.37043 -1.38840 0.0 0.0 0.0 0.622
H 1.17218 6.12883 -0.55161 0.0 0.0 0.0 0.439
H -0.03387 5.41616 0.52748 0.0 0.0 0.0 0.194
H -0.42174 5.67194 -1.16984 0.0 0.0 0.0 0.244
H 4.73877 2.69875 -0.70321 0.0 0.0 0.0 0.428
H 6.69284 1.35193 -1.35058 0.0 0.0 0.0 0.373
H 6.39077 -0.69626 -2.71204 0.0 0.0 0.0 0.400
H 4.11426 -1.33508 -3.47343 0.0 0.0 0.0 0.388
H 2.19773 0.09123 -2.93776 0.0 0.0 0.0 0.336
H -3.74064 1.08199 -4.10792 0.0 0.0 0.0 0.501
H -4.63689 3.32062 -2.91358 0.0 0.0 0.0 0.412
H -3.27451 4.28322 -2.32631 0.0 0.0 0.0 0.226
H -4.26039 3.37594 -1.18640 0.0 0.0 0.0 0.231
H 0.42434 -1.05144 -3.10949 0.0 0.0 0.0 -0.475
H 0.94632 -3.05872 -4.38448 0.0 0.0 0.0 0.504
H -0.79817 -4.12842 -5.80786 0.0 0.0 0.0 0.409
H -3.06169 -3.12517 -5.90868 0.0 0.0 0.0 0.371
H -3.57485 -1.10698 -4.61291 0.0 0.0 0.0 0.359
H 1.23721 -2.30073 1.84467 -0.2 0.2 0.0 -0.374
H 1.19581 -4.28663 3.36900 0.0 0.0 0.0 0.361
H -0.00603 -4.03405 5.32350 0.0 0.0 0.0 0.315
H -1.64431 -2.40969 5.87805 0.0 0.0 0.0 0.298
H -2.14712 -0.50502 4.60251 0.0 0.0 0.0 0.128
O -3.52429 -1.57457 0.89849 0.0 0.2 0.2 -0.596
As -2.11018 -2.44400 0.32407 -0.3 -0.4 -0.3 -0.130
O -0.79005 -1.90613 1.85194 -0.3 -0.5 0.6 0.615
O -1.22882 -1.34769 -0.54407 0.3 0.2 -0.6 0.121
C 0.14680 -3.89521 0.93242 0.3 -0.1 0.0 -1.161
C -0.61582 -5.02083 1.22934 0.0 -0.1 0.0 -0.432
C -0.98731 -5.93198 0.25627 0.0 0.0 0.1 -0.616
C -0.59894 -5.72630 -1.05562 0.0 0.0 0.0 -1.032
C 0.21752 -4.64974 -1.36736 0.0 0.0 0.1 -0.458
C 0.61775 -3.74916 -0.38603 0.1 -0.1 0.0 0.067
S 1.90546 -2.59754 -0.90511 -0.2 0.3 0.0 1.760
O 2.30898 -3.02758 -2.22217 0.0 -0.1 0.0 -0.757
O 2.89536 -2.65176 0.13404 0.0 0.0 0.1 -0.788
O 1.29014 -1.23585 -1.02155 0.1 -0.3 -0.4 -0.625
H -3.35736 -0.62512 0.96108 0.0 0.2 0.0 0.367
H -0.94705 -5.14651 2.25301 0.0 0.0 0.0 0.489
H -1.58904 -6.79198 0.52218 0.0 0.0 0.0 0.382
H -0.89461 -6.41896 -1.83336 0.0 0.0 0.0 0.430
H 0.58279 -4.50700 -2.37279 0.0 0.0 0.0 0.513
F 0.88124 3.06873 6.05596 0.0 0.0 -0.1 -0.409
C 1.08269 2.38338 4.88901 0.0 0.0 0.1 0.391
C 1.29554 1.02170 4.93580 0.0 0.0 0.0 -0.823
C 1.49877 0.33631 3.74656 0.0 0.0 0.0 0.057
C 1.48779 0.97809 2.50335 0.0 0.2 0.0 -0.988
C 1.67115 0.26113 1.21435 -0.2 -0.3 -0.1 -0.725
C 1.28434 2.36425 2.52074 0.0 0.0 0.0 0.044
C 1.08094 3.07388 3.69691 0.0 0.0 0.0 -0.897
H 1.29809 0.50696 5.88753 0.0 0.0 0.0 0.441
H 1.65840 -0.73495 3.78797 0.0 0.0 0.0 0.198
H 2.17166 -0.69502 1.37554 0.0 0.0 0.1 1.388
H 2.38792 0.83699 0.62607 0.1 -0.1 0.0 0.513
H 1.28810 2.90109 1.57893 0.0 0.0 0.0 0.325
H 0.91708 4.14463 3.69495 0.0 0.0 0.0 0.483

---

(3)
22
Properties=species:S:1:pos:R:3:forces:R:3:nbo_charge:R:1 method="wB97M-V/def2-TZVPD" orbital_gap_ev=10.963 relative_energy_kj_mol=86.0 e_lumo_ev=-3.155 total_charge=+1 e_tot_ev=-13011.7382
O 0.38547 -2.09583 2.30683 -0.6 0.0 0.2 -0.469
C 1.20382 -1.42746 1.76951 1.1 1.1 -1.8 0.444
C 0.92408 -0.02542 1.07835 -1.7 -1.5 0.9 -0.151
C 1.88158 0.37616 0.00520 1.2 0.3 0.7 -0.665
N -0.47210 -0.12348 0.47186 0.7 -0.2 0.1 -0.694
H 2.25103 -1.73127 1.55865 -0.1 -0.2 0.6 0.135
H 0.73607 0.65422 1.91670 0.7 0.3 -0.2 0.240
H 2.08182 -0.40454 -0.73085 -0.6 0.0 -0.3 0.259
H 2.89166 0.54329 0.42461 -0.6 0.3 0.0 0.258
H 1.48728 1.30333 -0.40823 0.4 0.0 -0.4 0.234
H -1.02005 -0.83538 0.95881 -0.2 0.2 0.2 0.462
H -0.42662 -0.40489 -0.50665 0.1 0.0 0.0 0.429
H -0.97237 0.77984 0.50368 -0.2 0.0 0.0 0.480
H 2.09906 -0.02410 -3.69633 -0.3 -0.8 -0.2 0.484
H 1.35909 -1.43281 -3.89233 0.5 0.7 0.0 0.486
O 1.96774 -0.91929 -3.33350 -0.2 0.2 0.2 -0.967
H -3.03943 -1.40844 -0.44233 -0.2 0.2 0.3 0.484
H -3.87074 -0.17814 -0.06349 0.5 -0.2 0.2 0.499
O -3.04905 -0.64973 0.16658 -0.5 -0.2 -0.7 -0.975
H -2.46062 2.49219 1.35337 -0.1 0.2 -0.1 0.500
H -2.05637 3.13569 -0.01961 0.1 -0.6 0.6 0.508
O -1.90134 2.37607 0.57917 0.1 0.3 -0.5 -0.979

---

(4)
10
Properties=species:S:1:pos:R:3:forces:R:3:nbo_charge:R:1 method="wB97M-V/def2-TZVPD" orbital_gap_ev=6.570 relative_energy_kj_mol=84.1 e_lumo_ev=-0.886 total_charge=0 e_tot_ev=-17922.5901
C -0.15109 0.72322 -1.10210 -0.9 -1.6 -2.5 -1.332
Si -0.28530 1.39309 0.63233 0.4 -1.7 0.6 0.700
C 0.87495 -0.30469 1.13858 -0.5 -0.3 0.5 -1.233
Si 0.05268 -1.03311 -0.45696 1.6 3.5 1.8 1.306
H -1.10196 0.66684 -1.65306 0.1 0.5 -0.2 0.241
H 0.57857 1.08483 -1.78640 0.8 0.4 -0.4 0.245
H -1.60717 0.55581 0.73644 0.3 -0.2 0.5 -0.247
H 1.99592 -0.32467 1.37414 -1.7 0.3 -0.7 0.259
H 0.30059 -0.53763 2.05373 0.7 -0.7 0.0 0.234
H -0.65718 -2.22369 -0.93669 -0.6 -0.2 0.4 -0.172

---

(5)
39
Properties=species:S:1:pos:R:3:forces:R:3:nbo_charge:R:1 method="wB97M-V/def2-TZVPD" orbital_gap_ev=8.853 relative_energy_kj_mol=300.4 e_lumo_ev=-0.645 total_charge=0 e_tot_ev=-27038.8340
O 3.22390 -1.45415 0.29213 0.2 0.1 -0.5 -0.961
H 3.58590 -1.54715 1.17613 0.0 0.0 0.3 0.495
H 3.22490 -0.50615 0.12613 0.0 0.0 0.1 0.480
O -3.61510 1.02285 -1.00187 -2.5 -1.0 -2.0 -0.925
H -2.95710 1.53685 -0.63287 2.4 1.0 1.8 0.472
H -4.17410 1.72285 -1.37287 -0.3 -0.5 0.0 0.459
O -1.82010 0.05285 2.08213 0.4 -2.1 1.6 -0.939
H -2.07410 0.87885 1.79513 -1.3 2.7 -1.0 0.442
H -0.96010 -0.04015 1.68013 0.6 -0.7 -0.2 0.484
O 2.05690 -3.96615 -1.05087 1.2 -0.2 0.0 -0.955
H 2.90590 -3.49815 -1.03387 0.1 -0.5 -0.1 0.461
H 1.49690 -3.21615 -0.87387 -0.9 0.2 0.1 0.479
O 1.04090 -2.67915 1.43713 -1.7 0.7 0.7 -0.937
H 1.54690 -2.09015 0.91013 0.3 1.8 -0.6 0.468
H 1.63590 -3.37915 1.35613 1.1 -2.7 0.2 0.464
O 0.70490 -1.69315 -1.49187 -0.9 0.0 -1.7 -0.960
H 0.02590 -1.94015 -2.16987 0.1 0.0 1.0 0.515
H 1.38290 -1.39715 -2.09587 0.9 0.1 -0.1 0.483
O 0.41490 0.16485 0.42713 1.5 -0.2 0.4 -0.985
H 0.62590 -0.46115 -0.27987 -0.3 -0.4 0.3 0.488
H -0.16510 0.75485 -0.01887 -0.9 1.1 -0.4 0.481
O -1.70110 -0.45515 -2.51287 2.4 -1.2 -0.9 -0.992
H -0.90310 -0.05915 -2.11087 -1.3 0.0 0.0 0.471
H -2.47110 0.03185 -2.28487 -1.1 1.0 1.0 0.508
O 2.27990 0.83585 2.59013 -0.6 -0.6 0.8 -0.917
H 3.17990 1.05485 2.51213 2.1 0.6 0.7 0.444
H 2.06390 0.90885 1.67913 -1.6 0.0 -1.4 0.472
O -2.31410 2.69685 0.66313 0.2 -0.3 -0.4 -0.963
H -2.34110 3.27385 1.41313 -0.2 0.6 0.6 0.487
H -2.25810 3.23785 -0.13087 0.2 0.3 0.2 0.484
O -0.65510 2.01385 -1.58287 1.4 1.0 -1.1 -0.970
H -0.51610 1.96685 -2.55787 -0.5 -0.1 0.8 0.488
H 0.13790 2.54585 -1.32987 -0.8 -0.5 0.3 0.490
O -1.59710 -2.06615 0.17413 0.0 -0.3 -0.4 -0.939
H -1.47510 -1.93015 -0.77087 -0.5 0.1 0.1 0.449
H -0.76510 -2.47415 0.44413 0.1 -0.1 0.4 0.480
O 0.74890 3.21985 1.47613 0.6 -0.2 -0.3 -0.940
H 0.47890 4.05285 1.10413 -0.2 0.5 0.0 0.459
H 0.00090 2.87985 1.96513 -0.2 -0.2 0.2 0.482

---

(6)
90
Properties=species:S:1:pos:R:3:forces:R:3:mulliken_charge:R:1 method="wB97M-V/def2-TZVPD" orbital_gap_ev="4.456 / 2.587" spin_multiplicity=6 s_squared=8.799 e_lumo_ev="-4.884 / -9.532" total_charge=+2 e_tot_ev=-95015.8089
P -1.61090 -0.92290 -6.10290 -1.2 -0.3 -3.7 0.826
C -3.33670 -1.05060 -6.72730 2.2 -2.6 4.8 0.011
C -3.84940 -0.27820 -7.76690 -0.8 2.7 -3.1 -0.135
H -3.21950 0.45180 -8.25510 -0.1 0.0 -0.1 0.434
C -5.16410 -0.44110 -8.18170 -1.2 -0.7 0.3 -0.591
H -5.54980 0.16750 -8.98920 0.0 -0.1 0.0 0.445
C -5.97970 -1.38240 -7.57040 -1.4 2.8 -3.5 -0.664
H -7.00370 -1.50890 -7.89660 0.1 0.0 0.0 0.424
C -5.47700 -2.15730 -6.53330 0.9 -2.1 2.6 -0.621
H -6.10840 -2.88920 -6.04690 0.1 0.0 0.0 0.457
C -4.16930 -1.98480 -6.10850 1.2 0.2 0.3 -0.082
H -3.78600 -2.58120 -5.28920 -0.1 0.0 0.0 0.394
C -1.01660 0.58790 -6.96850 0.1 -0.1 1.2 0.397
C -1.29630 1.81680 -6.36790 -0.1 0.3 0.2 -0.472
H -1.82990 1.84110 -5.42550 -0.1 0.1 0.0 0.566
C -0.90040 3.00230 -6.96640 -0.1 0.0 0.2 -0.732
H -1.12900 3.94740 -6.49130 0.0 0.0 0.0 0.463
C -0.19920 2.97680 -8.16490 0.0 0.0 0.1 -0.533
H 0.11940 3.90140 -8.62820 0.0 0.0 0.0 0.449
C 0.09580 1.75960 -8.76180 -0.1 -0.2 -0.1 -0.713
H 0.64330 1.73230 -9.69500 -0.1 0.0 0.0 0.446
C -0.31370 0.57210 -8.17110 0.4 -0.3 -0.2 -0.101
H -0.08680 -0.37100 -8.64790 0.0 0.0 -0.1 0.410
C -0.77310 -2.25040 -7.06250 0.4 0.4 1.0 0.112
C -1.35680 -2.92650 -8.13150 -0.5 -0.3 -0.1 -0.163
H -2.36340 -2.67880 -8.43750 -0.1 -0.1 0.0 0.415
C -0.65350 -3.91440 -8.80670 -0.2 0.3 -0.1 -0.731
H -1.12000 -4.43330 -9.63400 0.0 0.1 0.0 0.434
C 0.64290 -4.23300 -8.42910 0.0 0.0 0.1 -0.475
H 1.19000 -5.00260 -8.95800 0.0 0.0 0.0 0.422
C 1.23330 -3.56370 -7.36500 0.2 0.2 0.3 -0.839
H 2.24190 -3.81100 -7.06050 0.0 0.0 0.0 0.446
C 0.52660 -2.58760 -6.68070 0.4 -0.2 -0.1 0.023
H 0.98560 -2.07850 -5.84180 0.1 -0.1 0.0 0.241
Ir 0.00000 0.00000 0.00000 0.7 0.6 -2.0 1.480
C 1.74990 0.96260 -0.43330 0.9 0.4 -0.8 -2.431
C 2.16410 1.20430 -1.70420 -0.2 -0.2 0.4 1.170
H 2.36140 1.29180 0.40190 0.1 0.1 0.0 0.393
C 1.23150 0.73030 -2.78520 0.3 0.1 -0.2 0.703
O 1.92250 -0.14620 -3.68090 -0.2 0.1 0.0 -0.444
H 1.32010 -0.39200 -4.39510 0.1 0.1 0.0 0.146
C 0.13710 0.07840 -2.03060 -0.4 -0.2 0.0 -0.511
H 0.81370 1.57610 -3.34890 0.0 0.0 0.0 0.455
C -0.90580 -0.60160 -1.75370 0.5 0.3 0.2 -1.135
Cl -2.07390 -1.06950 0.93420 -0.9 -0.5 0.3 -0.403
P 1.14430 -2.11640 0.29600 0.1 -1.3 1.0 0.613
P -1.28180 2.04540 0.24390 -1.2 0.8 0.7 0.737
C 0.53440 -3.10930 1.68690 0.3 0.0 -0.3 -1.295
H -0.51510 -3.33430 1.53170 -0.1 0.0 0.0 0.377
H 0.62070 -2.52780 2.59900 0.0 0.1 0.2 0.329
H 1.11120 -4.02770 1.77340 0.0 -0.1 0.1 0.477
C 1.02830 -3.21080 -1.16070 0.0 0.2 0.2 -1.324
H 1.43790 -2.70710 -2.03220 0.1 0.1 -0.1 0.244
H -0.01670 -3.44140 -1.34910 -0.1 0.0 0.0 0.349
H 1.57030 -4.13820 -0.99120 0.1 -0.1 0.0 0.493
C 2.93500 -1.94580 0.59660 -0.3 0.0 -0.1 -1.213
H 3.08190 -1.31220 1.46650 0.0 0.1 0.1 0.332
H 3.40220 -1.47910 -0.26640 0.1 0.1 -0.1 0.121
H 3.39630 -2.91430 0.77470 0.0 -0.1 0.0 0.520
C -2.05250 2.27200 1.87130 0.1 0.1 -0.3 -1.334
H -1.28000 2.34760 2.62910 0.1 0.1 0.1 0.364
H -2.66120 1.40130 2.09020 -0.1 -0.1 0.0 0.364
H -2.66390 3.17170 1.87150 0.0 0.1 0.1 0.484
C -0.32850 3.57970 -0.02860 -0.1 -0.3 0.0 -1.241
H 0.11220 3.56880 -1.02220 0.1 0.0 -0.1 0.193
H 0.47270 3.62440 0.70450 0.1 0.0 0.1 0.329
H -0.95620 4.46170 0.07620 -0.1 0.0 0.0 0.510
C -2.66660 2.12470 -0.94080 0.2 0.0 0.1 -1.257
H -3.29810 1.25560 -0.77880 -0.1 -0.1 0.1 0.337
H -2.29100 2.10000 -1.96020 0.1 0.0 -0.1 0.182
H -3.25200 3.02960 -0.79600 0.0 0.1 0.0 0.495
P 3.70630 1.94240 -2.13110 0.8 0.4 -0.1 1.567
C 4.46770 2.69820 -0.67790 -0.3 -0.2 -0.2 -1.363
C 3.47830 3.22190 -3.39090 0.0 -0.2 0.3 -1.392
H 4.68230 1.94180 0.07100 0.0 -0.1 0.1 0.437
H 3.80030 3.44050 -0.25060 -0.1 0.1 0.0 0.422
H 5.40010 3.17660 -0.96670 0.1 0.0 -0.1 0.434
H 3.04740 2.77650 -4.28320 0.0 -0.1 -0.1 0.374
H 4.43500 3.66780 -3.65040 0.1 0.0 0.0 0.470
H 2.81330 3.99570 -3.01810 -0.1 0.1 0.1 0.416
C 4.88890 0.74870 -2.80760 -0.3 0.2 0.1 -1.346
H 5.10400 -0.00720 -2.05740 0.0 -0.1 0.1 0.430
H 5.81360 1.24400 -3.09440 0.0 0.1 0.0 0.474
H 4.44400 0.26740 -3.67260 0.0 -0.1 -0.1 0.365
H -1.77150 -1.17620 -2.01950 -0.1 -0.1 0.1 0.615
N 0.53810 0.42280 1.89240 0.3 -0.3 -1.1 -0.252
C 0.51710 0.41910 3.05080 -0.5 -0.5 7.6 0.526
N 0.50540 0.18610 4.41930 0.0 1.5 -4.1 -0.637
C 0.28160 1.14650 5.38550 0.3 -0.8 -2.1 0.343
N 0.09680 1.92650 6.21750 0.0 -0.2 -0.1 -0.453